DFT (wB97M-V/def2-TZVPD) results for the molecule C5H11NO2 in a non-equilibrium geometry.

LUMO level: 0.731 eV
E_HOMO: -9.667 eV
Structure (SMILES): CCCCNC(=O)O
Charge: 0
Gap between HOMO and LUMO: 10.398 eV
ΔE to the lowest compared entry with this formula, charge and spin: 83.7 kJ/mol
DFT total energy: -402.3463 Ha

Each line ends with the Löwdin charge.
Positions of all 19 atoms, in Å:
C 2.540 -0.095 -0.873  -0.12
C 1.069 -0.374 -1.261  -0.23
C 0.163 0.830 -0.880  -0.23
C -0.994 0.499 -0.019  -0.27
N -0.685 -0.079 1.289  0.09
C -1.768 -0.480 2.039  -0.60
O -1.771 -0.879 3.188  0.06
O -2.858 -0.581 1.236  0.05
H 2.919 0.927 -0.945  0.07
H 3.086 -0.633 -1.609  0.05
H 2.837 -0.553 0.089  0.08
H 0.935 -0.571 -2.288  0.08
H 0.731 -1.240 -0.608  0.12
H -0.363 1.401 -1.761  0.14
H 0.834 1.629 -0.419  0.12
H -1.700 1.337 0.154  0.13
H -1.623 -0.146 -0.681  0.13
H 0.253 0.090 1.639  0.15
H -3.606 -1.084 1.712  0.17

Atoms 1-3, force components in eV/Å:
-0.1 -0.8 -0.2
-0.6 0.8 2.9
0.7 2.6 -0.9



DFT (wB97M-V/def2-TZVPD) results for the molecule C5H10O2.

LUMO level: 0.902 eV
E_HOMO: -9.652 eV
Structure (SMILES): COC(C)(C)C=O
Charge: 0
Gap between HOMO and LUMO: 10.553 eV
ΔE to the lowest compared entry with this formula, charge and spin: 184.9 kJ/mol
DFT total energy: -346.9550 Ha

Each line ends with the Löwdin charge.
Positions of all 17 atoms, in Å:
C 2.177 -0.091 0.098  -0.10
O 0.990 0.386 0.698  -0.15
C -0.302 0.044 0.191  -0.55
C -0.882 1.011 -0.847  -0.02
C -1.184 0.129 1.444  -0.01
C -0.339 -1.368 -0.392  -0.19
O -1.083 -1.695 -1.287  0.07
H 2.246 -1.189 0.067  0.08
H 2.985 0.261 0.747  0.09
H 2.340 0.305 -0.914  0.09
H -0.253 1.135 -1.733  0.09
H -1.067 1.983 -0.381  0.09
H -1.840 0.604 -1.193  0.09
H -1.157 1.176 1.768  0.09
H -2.221 -0.148 1.232  0.10
H -0.781 -0.482 2.256  0.09
H 0.356 -2.108 0.053  0.13

Atoms 1-3, force components in eV/Å:
0.2 0.0 -0.1
-0.1 0.0 0.0
-0.2 0.0 -0.1



DFT (wB97M-V/def2-TZVPD) results for a cluster of 9 separate species, C61H148N9O4 in total in a non-equilibrium geometry.

LUMO level (spin up / spin down): -14.641 / -15.032 eV
<S²>: 0.751
E_HOMO (spin up / spin down): -17.560 / -22.123 eV
Charge: +8
Gap between HOMO and LUMO (spin up / spin down): 2.919 / 7.091 eV
Spin multiplicity: 2
DFT total energy: -3202.8956 Ha

Each line ends with the Löwdin charge.
Positions of all 222 atoms, in Å:
C 0.078 10.056 -4.051  -0.02
C -0.384 8.701 -3.271  -0.18
C 0.492 7.482 -3.500  -0.13
N 0.206 6.265 -2.589  -0.20
C -1.156 5.709 -3.081  0.02
C 0.070 6.539 -1.020  -0.02
C 0.930 5.440 -0.412  -0.19
C 1.243 4.392 -1.403  -0.21
C 1.371 5.203 -2.673  -0.08
H 0.932 10.496 -3.535  0.08
H -0.675 10.815 -4.265  0.09
H 0.626 9.813 -4.961  0.07
H -1.384 8.433 -3.613  0.10
H -0.513 8.859 -2.200  0.10
H 1.471 7.754 -3.105  0.13
H 0.588 7.033 -4.488  0.14
H -1.206 4.727 -2.611  0.07
H -1.346 5.620 -4.151  0.11
H -1.953 6.354 -2.712  0.11
H -0.924 6.373 -0.604  0.14
H 0.512 7.528 -0.902  0.14
H 0.472 5.097 0.515  0.12
H 1.829 5.924 -0.030  0.14
H 0.461 3.634 -1.448  0.08
H 2.186 3.945 -1.086  0.11
H 1.373 4.573 -3.563  0.12
H 2.283 5.791 -2.573  0.14
C 7.073 4.528 -3.246  -0.06
C 6.296 3.191 -2.927  -0.20
C 5.651 2.670 -4.256  -0.06
N 4.611 1.512 -3.900  -0.21
C 3.449 2.041 -3.039  -0.01
C 5.036 0.205 -3.242  -0.08
C 4.476 -0.959 -4.146  -0.10
C 3.458 -0.265 -5.099  -0.17
C 4.008 1.158 -5.334  -0.06
H 7.941 4.839 -2.665  0.09
H 6.377 5.367 -3.254  0.07
H 7.508 4.555 -4.245  0.08
H 5.604 3.283 -2.090  0.08
H 6.972 2.464 -2.478  0.11
H 6.402 2.061 -4.760  0.14
H 5.250 3.412 -4.946  0.14
H 2.626 1.327 -3.053  0.08
H 3.196 3.037 -3.402  0.09
H 3.823 2.132 -2.019  0.08
H 4.692 0.111 -2.212  0.11
H 6.121 0.266 -3.164  0.14
H 4.090 -1.808 -3.582  0.10
H 5.378 -1.363 -4.607  0.13
H 2.435 -0.239 -4.726  0.07
H 3.442 -0.808 -6.044  0.12
H 3.164 1.749 -5.688  0.13
H 4.822 1.176 -6.059  0.14
C 5.841 -5.095 3.116  -0.10
C 5.020 -5.376 1.943  -0.24
C 3.874 -4.308 1.708  -0.08
N 3.324 -4.444 0.243  -0.26
C 4.248 -3.851 -0.779  0.04
C 1.873 -3.925 0.261  -0.10
C 1.267 -4.701 -0.983  -0.15
C 2.067 -6.008 -1.207  -0.11
C 3.160 -5.944 -0.152  -0.09
H 6.587 -5.818 3.446  0.11
H 5.283 -5.120 4.051  0.08
H 6.214 -4.073 3.185  0.08
H 4.576 -6.343 2.178  0.12
H 5.550 -5.629 1.025  0.11
H 4.146 -3.253 1.756  0.11
H 3.193 -4.362 2.557  0.12
H 5.230 -4.088 -0.368  0.11
H 3.976 -2.800 -0.688  0.08
H 4.092 -4.278 -1.769  0.11
H 1.872 -2.835 0.273  0.06
H 1.447 -4.164 1.236  0.10
H 1.353 -4.015 -1.825  0.09
H 0.189 -4.857 -0.985  0.08
H 2.481 -6.095 -2.212  0.13
H 1.354 -6.784 -0.928  0.12
H 4.124 -6.375 -0.422  0.14
H 2.873 -6.395 0.798  0.13
C 1.574 2.670 3.751  -0.09
C 2.860 1.967 4.204  -0.21
C 2.549 0.452 4.349  -0.10
N 3.726 -0.379 5.058  -0.22
C 4.945 -0.380 4.094  0.04
C 3.307 -1.791 5.437  -0.11
C 4.203 -2.257 6.618  -0.12
C 4.553 -0.960 7.371  -0.11
C 4.234 0.246 6.413  -0.04
H 1.792 3.717 3.542  0.09
H 0.782 2.753 4.494  0.07
H 1.208 2.229 2.824  0.04
H 3.119 2.397 5.171  0.11
H 3.723 2.163 3.566  0.11
H 2.285 -0.015 3.400  0.09
H 1.692 0.388 5.019  0.12
H 5.197 0.675 3.992  0.09
H 4.617 -0.660 3.092  0.08
H 5.739 -1.030 4.462  0.12
H 3.391 -2.413 4.546  0.11
H 2.277 -1.696 5.778  0.12
H 5.106 -2.658 6.158  0.11
H 3.737 -3.065 7.182  0.13
H 5.601 -1.078 7.645  0.13
H 4.093 -0.825 8.350  0.13
H 5.076 0.907 6.207  0.13
H 3.399 0.847 6.774  0.12
C 0.057 -1.512 -5.697  0.02
N -0.647 -1.904 -7.018  -0.31
C -0.748 -0.542 -7.802  0.05
C 0.213 -2.909 -7.817  0.05
C -2.048 -2.441 -6.815  -0.06
C -2.171 -3.720 -5.930  -0.19
O -1.892 -3.474 -4.605  -0.10
H 1.090 -1.300 -5.972  0.08
H -0.101 -2.330 -4.994  0.08
H -0.424 -0.656 -5.224  0.08
H -1.308 0.174 -7.201  0.09
H -1.221 -0.795 -8.751  0.12
H 0.228 -0.187 -8.131  0.11
H 0.648 -3.757 -7.288  0.12
H 1.107 -2.459 -8.249  0.12
H -0.432 -3.323 -8.593  0.12
H -2.261 -2.719 -7.847  0.14
H -2.685 -1.611 -6.511  0.12
H -1.574 -4.620 -6.076  0.15
H -3.169 -4.124 -6.102  0.15
H -2.556 -3.922 -4.076  0.12
C -3.598 -7.067 1.350  0.08
N -3.102 -5.617 1.844  -0.34
C -2.533 -5.882 3.258  0.03
C -2.016 -5.238 0.853  -0.01
C -4.299 -4.691 1.949  -0.02
C -3.862 -3.127 2.173  -0.20
O -5.014 -2.578 2.799  -0.06
H -2.651 -7.606 1.329  0.11
H -4.133 -6.842 0.427  0.11
H -4.277 -7.556 2.049  0.12
H -2.310 -4.968 3.809  0.09
H -1.652 -6.522 3.223  0.11
H -3.326 -6.348 3.844  0.12
H -2.569 -5.359 -0.079  0.10
H -1.054 -5.751 0.864  0.10
H -1.843 -4.163 0.896  0.07
H -4.941 -5.105 2.726  0.16
H -4.602 -4.782 0.905  0.12
H -3.674 -2.542 1.273  0.09
H -3.072 -3.021 2.917  0.10
H -5.059 -1.633 2.636  0.09
C 0.380 0.122 -1.508  -0.02
N -0.871 0.187 -0.564  -0.27
C -0.380 0.717 0.843  -0.02
C -1.860 1.164 -1.233  -0.01
C -1.578 -1.154 -0.360  -0.13
C -2.003 -1.830 -1.655  -0.20
O -0.861 -2.432 -2.300  -0.10
H 0.917 1.051 -1.315  0.06
H 0.151 -0.039 -2.562  0.08
H 0.965 -0.722 -1.142  0.05
H -1.266 0.748 1.476  0.09
H 0.048 1.706 0.680  0.08
H 0.375 0.048 1.254  0.04
H -2.762 1.328 -0.642  0.10
H -2.391 0.869 -2.138  0.06
H -1.414 2.147 -1.383  0.08
H -2.506 -0.957 0.177  0.11
H -0.877 -1.708 0.265  0.10
H -2.567 -1.252 -2.387  0.10
H -2.537 -2.756 -1.441  0.12
H -1.196 -2.686 -3.164  0.02
C -7.605 -0.031 -3.715  0.04
N -6.275 0.016 -4.531  -0.31
C -5.477 -1.224 -4.031  0.02
C -6.566 0.003 -6.082  0.07
C -5.528 1.328 -4.130  -0.06
C -4.157 1.726 -4.881  -0.14
O -3.117 0.821 -4.436  -0.14
H -8.195 -0.876 -4.069  0.12
H -8.180 0.878 -3.889  0.12
H -7.336 -0.151 -2.665  0.11
H -4.948 -0.926 -3.126  0.08
H -4.729 -1.278 -4.822  0.07
H -6.057 -2.146 -4.073  0.12
H -6.953 0.998 -6.299  0.12
H -7.434 -0.622 -6.293  0.12
H -5.675 -0.308 -6.628  0.10
H -5.397 1.264 -3.050  0.12
H -6.217 2.138 -4.370  0.14
H -3.863 2.677 -4.438  0.12
H -4.228 1.765 -5.968  0.13
H -2.285 1.244 -4.660  0.07
C -2.311 3.032 11.128  -0.09
C -3.722 2.803 10.648  -0.27
C -3.838 1.889 9.434  -0.20
C -3.332 2.514 8.103  -0.07
N -3.674 1.625 6.871  -0.22
C -2.869 0.292 6.779  -0.10
C -2.653 0.130 5.328  -0.19
C -2.093 1.491 5.050  -0.17
C -3.230 2.393 5.625  -0.08
C -5.144 1.236 6.741  0.03
H -2.322 3.338 12.174  0.10
H -1.832 3.731 10.443  0.07
H -1.899 2.032 10.993  0.07
H -4.149 3.785 10.442  0.12
H -4.134 2.203 11.458  0.13
H -4.922 1.778 9.453  0.12
H -3.397 0.938 9.732  0.12
H -2.261 2.717 8.115  0.14
H -3.895 3.446 8.052  0.14
H -3.546 -0.484 7.140  0.14
H -2.032 0.315 7.477  0.15
H -3.595 0.028 4.789  0.11
H -1.972 -0.699 5.137  0.12
H -2.063 1.654 3.973  0.10
H -1.141 1.677 5.548  0.11
H -4.104 2.452 4.976  0.13
H -2.903 3.418 5.797  0.14
H -5.424 0.504 7.499  0.11
H -5.391 0.811 5.769  0.10
H -5.699 2.172 6.803  0.13

Atoms 1-3, force components in eV/Å:
1.3 -1.7 0.7
-1.1 0.8 -1.4
1.8 0.3 1.7